i:
Formula: C35H48BrIrN4O4P
Source: OMol25
Level of theory: wB97M-V/def2-TZVPD

Last column: Mulliken charge in e.
CARTESIAN COORDINATES (ANGSTROEM)
Ir1 -0.4307 -0.0107 -0.3403  4.282
C1 -3.7021 0.7667 0.2876  -1.007
C2 -3.3989 0.7428 1.7928  -1.157
C3 -2.2534 1.6276 2.1807  0.067
C4 -2.3736 2.4708 3.2845  -0.983
C5 -1.3644 3.3677 3.5818  -0.915
C6 -0.2562 3.4146 2.7474  -0.989
C7 -0.1909 2.5171 1.7015  -0.955
N1 -1.1471 1.6223 1.4325  1.115
N2 -3.0305 -0.3006 -0.4587  0.095
C8 -3.2809 -0.1958 -1.8989  -1.663
C9 -2.3867 -1.1790 -2.6093  0.768
C10 -2.7401 -1.7796 -3.8067  -1.102
C11 -1.9091 -2.7525 -4.3439  -0.703
C12 -0.7755 -3.1336 -3.6410  -0.896
C13 -0.4820 -2.4761 -2.4588  -0.834
N3 -1.2520 -1.5038 -1.9779  0.713
C14 -3.4750 -1.6232 0.0017  -1.384
C15 -2.5766 -2.2617 1.0225  0.384
C16 -3.0882 -3.2160 1.8922  -1.264
C17 -2.2266 -3.8926 2.7375  -0.678
C18 -0.8718 -3.6141 2.6555  -1.246
C19 -0.4469 -2.6466 1.7640  -0.116
N4 -1.2798 -1.9530 0.9832  0.571
H1 -3.3851 1.7226 -0.1302  0.327
H2 -4.7876 0.6834 0.1448  0.598
H3 -3.1726 -0.2703 2.1227  0.357
H4 -4.2850 1.0594 2.3406  0.683
H5 -3.2737 2.4334 3.8814  0.553
H6 -1.4457 4.0260 4.4355  0.466
H7 0.5364 4.1314 2.9048  0.534
H8 0.6518 2.5200 1.0215  0.390
H9 -3.0596 0.8186 -2.2308  0.371
H10 -4.3311 -0.4022 -2.1397  0.634
H11 -3.6615 -1.5026 -4.2998  0.604
H12 -2.1586 -3.2252 -5.2842  0.480
H13 -0.1346 -3.9245 -4.0026  0.529
H14 0.3861 -2.7327 -1.8646  0.541
H15 -3.4796 -2.3071 -0.8496  0.564
H16 -4.5028 -1.5775 0.3774  0.378
H17 -4.1482 -3.4293 1.8921  0.559
H18 -2.6040 -4.6301 3.4315  0.463
H19 -0.1558 -4.1429 3.2671  0.560
H20 0.6018 -2.4381 1.6577  0.498
Br1 -2.7206 4.7323 -4.8664  -0.136
C20 -1.9354 3.5658 -3.5889  -0.475
C21 -1.3085 2.4026 -4.0102  -0.779
C22 -0.8134 1.5204 -3.0623  -0.490
C23 -0.9382 1.7610 -1.6923  1.051
C24 -1.5118 2.9703 -1.3035  -0.442
C25 -2.0081 3.8702 -2.2379  -0.781
H21 -1.2110 2.1903 -5.0659  0.575
H22 -0.3385 0.6183 -3.4203  0.229
H23 -1.5805 3.2485 -0.2607  0.259
H24 -2.4431 4.8044 -1.9118  0.503
C26 1.2560 -0.5308 5.0560  -1.436
C27 1.1701 0.2968 3.7897  0.486
O1 1.4542 -0.5650 2.6811  -0.404
P1 1.6728 -0.1407 1.1425  0.197
O2 2.8047 0.9599 1.4065  -0.096
C28 3.3073 2.1108 0.7129  0.638
C29 4.4972 2.6276 1.4982  -1.546
O3 2.4157 -1.4395 0.6142  0.309
C30 3.5999 -2.0158 1.2289  -0.324
C31 3.2572 -3.1378 2.1882  -1.210
H25 1.0016 0.0819 5.9188  0.468
H26 2.2607 -0.9256 5.1983  0.348
H27 0.5566 -1.3644 5.0008  0.283
H28 1.8875 1.1204 3.8060  0.277
H29 0.1651 0.7092 3.6791  -0.131
H30 2.5307 2.8778 0.6582  0.283
H31 3.6022 1.8392 -0.2994  -0.197
H32 4.2204 2.7761 2.5408  0.350
H33 4.8277 3.5794 1.0860  0.432
H34 5.3256 1.9230 1.4528  0.340
H35 4.1646 -1.2309 1.7330  0.377
H36 4.1912 -2.4006 0.3983  0.415
H37 2.7065 -2.7649 3.0483  0.145
H38 4.1789 -3.5987 2.5399  0.542
H39 2.6642 -3.9028 1.6868  0.287
C32 3.7664 -0.4409 -2.0145  -1.336
C33 2.4005 0.0385 -2.5797  0.775
C34 2.5893 1.4786 -3.1135  -1.265
C35 2.0604 -0.9041 -3.7514  -1.619
O4 1.4667 0.0503 -1.5667  -0.226
H40 4.5172 -0.3246 -2.7912  0.597
H41 3.7015 -1.4875 -1.7259  0.242
H42 4.0573 0.1456 -1.1451  0.158
H43 3.3284 1.4666 -3.9106  0.519
H44 2.9333 2.1407 -2.3217  0.224
H45 1.6478 1.8671 -3.4940  0.210
H46 2.8242 -0.7955 -4.5183  0.567
H47 1.0950 -0.6652 -4.1924  0.228
H48 2.0506 -1.9416 -3.4263  0.381

Properties
⟨S²⟩ ... 8.768
E_LUMO (spin up / spin down) ... -4.66 / -7.91 eV
Charge ... +2
HOMO (spin up / spin down) ... -12.76 / -13.28 eV
Molar mass ... 891.9 g/mol
Gap between HOMO and LUMO (spin up / spin down) ... 8.10 / 5.37 eV
2S+1 ... 6



ii:
Formula: C35H48BrIrN4O4P
Source: OMol25
Level of theory: wB97M-V/def2-TZVPD

Last column: Mulliken charge in e.
CARTESIAN COORDINATES (ANGSTROEM)
Ir1 0.3956 0.3167 0.1538  5.948
C1 1.0317 3.5937 1.0116  -0.981
C2 1.9258 3.1256 2.1549  -0.847
C3 1.3934 1.9775 2.9699  0.688
C4 1.4589 2.0518 4.3604  -1.125
C5 1.0929 0.9644 5.1316  -0.737
C6 0.6720 -0.1934 4.4944  -1.305
C7 0.5929 -0.1867 3.1176  -0.444
N1 0.9260 0.8775 2.3692  0.119
N2 1.0878 2.7959 -0.2295  0.402
C8 2.4077 2.8963 -0.8584  -1.866
C9 3.3850 1.8625 -0.3732  0.405
C10 4.7427 2.0145 -0.6252  -1.270
C11 5.6248 1.0638 -0.1429  -0.910
C12 5.1250 0.0067 0.6045  -1.137
C13 3.7587 -0.0716 0.7972  -1.142
N3 2.9041 0.8184 0.2935  1.055
C14 0.0656 3.2996 -1.1515  -1.762
C15 -1.3057 3.0482 -0.5983  0.841
C16 -2.3807 3.8545 -0.9403  -1.263
C17 -3.6019 3.6515 -0.3175  -0.824
C18 -3.6955 2.6695 0.6580  -1.027
C19 -2.5852 1.8893 0.9164  -0.459
N4 -1.4207 2.0473 0.2799  0.914
H1 1.3020 4.6297 0.7679  0.525
H2 0.0059 3.6079 1.3712  0.391
H3 2.0592 3.9737 2.8249  0.633
H4 2.9207 2.8584 1.7938  0.284
H5 1.8021 2.9654 4.8253  0.556
H6 1.1533 1.0110 6.2108  0.445
H7 0.4056 -1.0798 5.0529  0.561
H8 0.2731 -1.0742 2.5837  0.438
H9 2.8363 3.8889 -0.6764  0.605
H10 2.3015 2.7881 -1.9397  0.712
H11 5.0981 2.8714 -1.1829  0.600
H12 6.6862 1.1585 -0.3294  0.458
H13 5.7798 -0.7414 1.0289  0.499
H14 3.3191 -0.8650 1.3771  0.956
H15 0.1712 2.7960 -2.1133  0.476
H16 0.1906 4.3773 -1.3151  0.762
H17 -2.2480 4.6403 -1.6723  0.586
H18 -4.4536 4.2698 -0.5673  0.474
H19 -4.6136 2.5143 1.2073  0.573
H20 -2.6210 1.1207 1.6770  0.019
Br1 0.7602 0.3983 -6.7471  -0.146
C20 0.7415 0.3607 -4.8508  -0.606
C21 -0.4685 0.4664 -4.1811  -0.692
C22 -0.4722 0.4863 -2.7933  -0.080
C23 0.7106 0.3747 -2.0655  0.358
C24 1.9061 0.2430 -2.7601  -0.274
C25 1.9318 0.2385 -4.1489  -0.701
H21 -1.3936 0.5402 -4.7372  0.598
H22 -1.4272 0.5929 -2.2879  0.220
H23 2.8483 0.1277 -2.2334  0.468
H24 2.8676 0.1404 -4.6823  0.517
C26 -4.0272 -0.7809 -2.4722  -1.118
C27 -3.8517 0.1123 -1.2606  0.120
O1 -3.2954 -0.5770 -0.1205  0.456
P1 -1.8070 -1.1670 0.0770  -2.203
O2 -2.0264 -1.9170 1.4727  0.045
C28 -2.5188 -1.3957 2.7243  -0.031
C29 -4.0327 -1.4003 2.8122  -1.338
O3 -1.6947 -2.4001 -0.9048  0.423
C30 -2.5781 -3.5556 -0.8282  -0.224
C31 -2.5342 -4.2986 -2.1433  -1.449
H25 -4.5244 -0.2210 -3.2638  0.503
H26 -4.6472 -1.6405 -2.2192  0.342
H27 -3.0640 -1.1287 -2.8460  0.027
H28 -4.8149 0.4803 -0.9095  0.451
H29 -3.2370 0.9841 -1.5035  -0.232
H30 -2.1259 -0.3897 2.8964  0.057
H31 -2.0999 -2.0622 3.4775  0.465
H32 -4.4710 -0.7344 2.0724  0.174
H33 -4.3338 -1.0734 3.8075  0.443
H34 -4.4181 -2.4060 2.6486  0.359
H35 -3.5891 -3.2205 -0.5992  0.424
H36 -2.2337 -4.1947 -0.0163  0.407
H37 -2.9919 -3.7272 -2.9493  0.332
H38 -3.0812 -5.2343 -2.0296  0.422
H39 -1.5084 -4.5378 -2.4230  0.293
C32 0.7601 -3.9383 0.9401  -1.442
C33 1.6993 -2.9843 0.1691  1.020
C34 3.1579 -3.2871 0.5762  -1.869
C35 1.6073 -3.2294 -1.3630  -1.286
O4 1.3577 -1.6709 0.4154  -0.221
H40 0.9996 -4.9692 0.6882  0.575
H41 -0.2791 -3.7345 0.6922  0.018
H42 0.9002 -3.7916 2.0118  0.366
H43 3.3836 -4.3269 0.3483  0.514
H44 3.3063 -3.1352 1.6463  0.417
H45 3.8413 -2.6468 0.0185  0.373
H46 1.8730 -4.2661 -1.5569  0.576
H47 2.3137 -2.5695 -1.8670  0.333
H48 0.6117 -3.0178 -1.7314  -0.010

Properties
⟨S²⟩ ... 8.767
E_LUMO (spin up / spin down) ... -4.67 / -8.04 eV
Charge ... +2
HOMO (spin up / spin down) ... -12.49 / -13.27 eV
Molar mass ... 891.9 g/mol
Gap between HOMO and LUMO (spin up / spin down) ... 7.82 / 5.23 eV
2S+1 ... 6



Least stable of them? ii.